Molecular formula: C2H6OSSi
Method: DFT, the ωB97M-V functional and the def2-TZVPD basis

Structure (XYZ):
```
11
C2H6OSSi | the Open Molecules 2025 dataset | the ωB97M-V functional and the def2-TZVPD basis
C 2.0336 -0.2971 1.8732
S 1.2525 -0.0251 0.4694
C 1.3946 -0.3384 -1.3574
O -0.5189 0.4831 0.4493
Si -2.0114 0.0924 -0.0733
H 1.4584 -0.2091 2.8225
H 0.8908 0.4960 -1.8125
H 2.4396 -0.4001 -1.5219
H -1.6689 -0.9146 -1.2399
H -2.5504 1.3606 -0.7221
H -2.7199 -0.2477 1.1128
```

Calculated values
LUMO energy (alpha / beta) ... -0.7 / -0.7 eV
Spin multiplicity ... 1
SMILES ... C#S(=C)O[SiH3]
E_tot ... -842.4665 a.u.
HOMO-LUMO gap (alpha / beta) ... 7.89 / 7.88 eV

=====

Molecular formula: C59H62CsI2N3O8P3
Method: DFT, the ωB97M-V functional and the def2-TZVPD basis

Structure (XYZ):
```
138
C59H62CsI2N3O8P3 | the Open Molecules 2025 dataset | the ωB97M-V functional and the def2-TZVPD basis
Cs -0.3253 0.7035 1.0518
I 0.4810 -5.2940 6.8732
C 0.4915 -3.6778 5.5640
C 1.4490 -2.6892 5.6804
C 1.4767 -1.6424 4.7751
I 2.8262 -0.0878 5.0233
C 0.5894 -1.5813 3.6763
O 0.6450 -0.7129 2.7520
C -0.4933 -2.5216 3.6780
C -1.7279 -2.3104 2.8118
N -1.7125 -2.5432 1.3719
C -0.7566 -3.5638 0.9712
C -0.8359 -3.7673 -0.5148
C -1.5212 -4.8396 -1.0734
C -1.5868 -4.9567 -2.4531
C -0.9737 -3.9881 -3.2296
C -0.3237 -2.9475 -2.5823
N -0.2392 -2.8344 -1.2650
C -0.4989 -3.5566 4.5890
H 2.1801 -2.7218 6.4800
H -2.0973 -1.2930 2.9631
H -2.4908 -2.9726 3.2411
H -1.5466 -1.7028 0.8286
H -0.9877 -4.4932 1.5011
H 0.2740 -3.2954 1.2333
H -2.0007 -5.5591 -0.4217
H -2.1158 -5.7819 -2.9139
H -1.0125 -4.0139 -4.3104
H 0.1392 -2.1575 -3.1656
H -1.3113 -4.2773 4.5576
O 4.1308 0.9429 -1.6623
C 4.5120 2.2451 -1.5491
C 5.7810 2.6563 -1.1690
C 6.0236 4.0134 -1.0243
C 5.0212 4.9373 -1.2601
C 3.7553 4.5117 -1.6399
C 3.4745 3.1554 -1.7836
P 1.8305 2.4390 -2.1418
C 2.2052 1.4865 -3.6546
C 1.7757 0.1632 -3.6685
C 2.1108 -0.6799 -4.7189
C 2.8860 -0.2043 -5.7640
C 3.3300 1.1132 -5.7562
C 2.9966 1.9504 -4.7046
C 0.9127 3.8939 -2.7497
C 0.3944 4.7720 -1.7959
C -0.3043 5.9034 -2.1954
C -0.5504 6.1414 -3.5385
C -0.0840 5.2471 -4.4903
C 0.6545 4.1397 -4.0990
C 4.9943 -0.1181 -1.7731
C 6.0274 -0.1557 -2.6954
C 6.7700 -1.3233 -2.8079
C 6.4696 -2.4223 -2.0197
C 5.4312 -2.3650 -1.0999
C 4.6822 -1.2021 -0.9568
P 3.2631 -0.9863 0.1464
C 3.4030 -2.4310 1.2290
C 2.8451 -3.6111 0.7345
C 2.8410 -4.7643 1.5051
C 3.3689 -4.7441 2.7865
C 3.9267 -3.5762 3.2832
C 3.9582 -2.4304 2.5039
C 3.8720 0.4357 1.1204
C 3.0339 1.5287 1.3139
C 3.4936 2.6581 1.9764
C 4.7924 2.7084 2.4595
C 5.6388 1.6281 2.2658
C 5.1826 0.5066 1.5890
H 6.5456 1.9177 -0.9720
H 7.0078 4.3456 -0.7158
H 5.2196 5.9963 -1.1474
H 2.9784 5.2413 -1.8231
H 1.2095 -0.2173 -2.8240
H 1.7802 -1.7120 -4.7069
H 3.1581 -0.8647 -6.5793
H 3.9462 1.4818 -6.5682
H 3.3664 2.9704 -4.6883
H 0.4976 4.5616 -0.7357
H -0.6746 6.5911 -1.4460
H -1.1176 7.0140 -3.8399
H -0.2889 5.4097 -5.5423
H 1.0219 3.4568 -4.8528
H 6.2217 0.7107 -3.3148
H 7.5810 -1.3748 -3.5240
H 7.0472 -3.3343 -2.1133
H 5.2094 -3.2220 -0.4768
H 2.3780 -3.6157 -0.2460
H 2.3896 -5.6683 1.1117
H 3.3266 -5.6312 3.4080
H 4.3191 -3.5468 4.2930
H 4.3756 -1.5255 2.9139
H 2.0120 1.5419 0.9587
H 2.8241 3.4993 2.1172
H 5.1437 3.5933 2.9772
H 6.6591 1.6592 2.6315
H 5.8581 -0.3235 1.4155
C -3.5731 3.5039 4.7476
C -2.5176 3.1360 3.7103
C -2.0745 1.6941 3.9013
C -1.3278 4.0872 3.7903
O -3.1928 3.3064 2.4481
P -2.6822 2.7946 0.9893
O -2.8922 1.3246 0.8479
O -1.3035 3.3356 0.7153
O -3.7717 3.5094 0.0318
C -4.2047 4.8937 0.0745
C -4.3875 5.2876 -1.3916
C -3.1964 5.8297 0.7312
C -5.5385 4.9164 0.8117
H -3.1612 3.4417 5.7579
H -4.4231 2.8235 4.6767
H -3.9242 4.5238 4.5785
H -1.6418 1.5535 4.8940
H -1.2959 1.4253 3.1931
H -2.9134 1.0100 3.7654
H -0.8124 3.9568 4.7466
H -1.6606 5.1262 3.7217
H -0.6298 3.8964 2.9770
H -5.0156 4.5540 -1.9010
H -3.4203 5.3339 -1.8967
H -4.8649 6.2671 -1.4727
H -2.2285 5.7393 0.2423
H -3.0676 5.6127 1.7910
H -3.5671 6.8538 0.6289
H -6.2519 4.2628 0.3062
H -5.9528 5.9293 0.8334
H -5.4048 4.5647 1.8341
N -2.3068 2.5722 -2.7057
C -1.8163 1.2009 -2.6076
C -2.8607 0.2030 -3.1238
O -3.8679 0.7872 -3.7793
O -2.7651 -0.9903 -3.0067
H -1.5471 3.2336 -2.8151
H -2.7971 2.8218 -1.8550
H -3.6800 1.7510 -3.7044
H -1.5157 0.9063 -1.5984
H -0.9554 1.0523 -3.2670
```

Calculated values
Charge ... -1
LUMO energy ... 1.9 eV
Spin multiplicity ... 1
E_tot ... -4691.5574 a.u.
HOMO-LUMO gap ... 6.57 eV